*1*
# C6H12N2O

A molecular structure, C6H12N2O (the ωB97M-V functional and the def2-TZVPD basis, OMol25).

The HOMO energy is -9.02 eV. For the HOMO-LUMO gap, the calculation gives 9.9 eV.

Positions of all 21 atoms, in Å:
C  -1.266  1.333  -0.038
C  -1.058  -0.133  -0.086
C  -0.249  -0.972  1.007
C  0.917  0.053  1.288
C  1.311  0.348  -0.194
C  0.195  -0.573  -0.808
H  -2.110  1.612  0.572
H  -1.235  1.734  -1.022
H  -0.452  1.750  0.507
H  -2.733  -0.249  -1.265
H  -2.998  -1.010  0.074
H  -0.744  -1.506  1.837
H  0.468  0.747  1.964
H  1.781  -0.351  1.807
H  1.283  1.434  -0.285
H  2.750  0.192  -1.637
H  2.876  -1.000  -0.579
H  0.447  -0.707  -1.895
N  -2.232  -0.846  -0.591
N  2.675  -0.048  -0.621
O  0.374  -1.807  -0.035

***

*2*
# C6H12N2O

C6H12N2O in the gas phase (the ωB97M-V functional and the def2-TZVPD basis, OMol25).

Its SMILES is CC1=C(O)N(N)C1(C)C. The HOMO energy is -7.49 eV. For the HOMO-LUMO gap, the calculation gives 8.2 eV.

Positions of all 21 atoms, in Å:
C  2.206  -0.378  0.857
C  -1.145  -1.384  -0.142
C  0.371  -0.418  -1.914
C  0.115  1.203  0.886
C  0.824  0.095  0.569
C  -0.147  -0.301  -0.497
N  -2.153  1.474  0.139
O  0.121  2.112  1.888
N  -0.823  1.183  -0.139
H  0.855  1.913  2.481
H  -2.675  1.534  -0.727
H  -2.597  0.816  0.780
H  2.843  -0.298  -0.028
H  2.211  -1.422  1.175
H  2.660  0.222  1.647
H  -2.006  -1.359  -0.813
H  -0.672  -2.362  -0.241
H  0.960  -1.329  -2.027
H  0.998  0.437  -2.157
H  -0.456  -0.464  -2.622
H  -1.491  -1.273  0.885

***

*2* ends up most stable, edging out the next structure by 3.1 kcal/mol.

***

*1*
# C6H12N2O

2 unconnected molecules or ions with the total composition C6H12N2O (the ωB97M-V functional and the def2-TZVPD basis, OMol25).

Its SMILES is c1c[nH]cn1.CC(C)O. The HOMO energy is -8.91 eV. For the HOMO-LUMO gap, the calculation gives 9.7 eV.

Positions of all 21 atoms, in Å:
O  -0.863  -2.778  -0.592
C  -0.562  -1.617  -2.715
C  -1.328  -4.011  -2.545
C  -0.445  -2.930  -1.956
H  -0.326  -2.062  -0.192
H  -1.610  -1.274  -2.704
H  -0.244  -1.747  -3.763
H  0.068  -0.838  -2.251
H  -1.044  -4.217  -3.590
H  -1.235  -4.945  -1.965
H  -2.382  -3.687  -2.524
H  0.610  -3.271  -1.978
N  1.157  2.377  2.469
C  0.070  3.131  2.500
C  2.147  3.150  3.028
C  1.653  4.382  3.399
N  0.325  4.351  3.054
H  -0.919  2.848  2.138
H  3.166  2.780  3.135
H  2.114  5.253  3.865
H  -0.352  5.106  3.188

***

*2*
# C6H12N2O

2 unconnected molecules or ions with the total composition C6H12N2O (the ωB97M-V functional and the def2-TZVPD basis, OMol25).

Its SMILES is Cc1c[nH]cn1.CCO. The HOMO energy is -8.43 eV. For the HOMO-LUMO gap, the calculation gives 9.2 eV.

Positions of all 21 atoms, in Å:
C  -1.050  1.231  -3.095
C  0.795  -0.747  -0.736
C  -0.056  0.390  -2.375
C  1.077  -0.250  -2.879
N  -0.193  0.097  -1.045
N  1.546  -0.968  -1.815
H  0.897  -1.279  0.188
H  2.427  -1.442  -1.857
H  1.593  -0.193  -3.809
H  -0.635  1.950  -3.793
H  -1.722  1.661  -2.347
H  -1.670  0.508  -3.643
C  0.147  0.118  2.758
C  -1.275  0.146  3.281
O  0.539  -1.274  2.807
H  0.270  0.561  1.781
H  0.812  0.566  3.515
H  -1.475  0.268  4.346
H  1.478  -1.379  2.898
H  -1.698  -0.866  3.128
H  -1.806  0.902  2.691

***

*3*
# C6H12N2O

2 unconnected molecules or ions with the total composition C6H12N2O (the ωB97M-V functional and the def2-TZVPD basis, OMol25).

Its SMILES is [H]/N=C\N(C)CO.C=C=C. The HOMO energy is -8.36 eV. For the HOMO-LUMO gap, the calculation gives 9.1 eV.

Positions of all 21 atoms, in Å:
C  -0.581  -0.851  1.776
C  -1.666  -0.178  -0.302
O  -2.435  -0.883  -1.211
N  -0.634  -0.892  0.326
H  -1.879  -1.494  -1.712
H  -2.339  0.298  0.406
H  -0.612  0.177  2.146
H  0.354  -1.294  2.111
H  -1.429  -1.404  2.189
C  0.316  1.903  -0.798
C  1.310  1.315  -0.118
C  0.477  -1.294  -0.415
C  2.386  1.084  0.573
N  0.615  -1.380  -1.677
H  -0.047  -0.838  -2.225
H  1.227  -1.786  0.199
H  -1.001  0.828  -0.780
H  0.440  2.048  -1.865
H  -0.258  2.695  -0.320
H  2.604  0.105  0.985
H  3.151  1.840  0.713

***

*1* ends up most stable, edging out the next structure by 9.7 kcal/mol.

***

*1*
# C6H12N2O

C6H12N2O in the gas phase (the ωB97M-V functional and the def2-TZVPD basis, OMol25).

Its SMILES is O=NN1CCCCCC1. The HOMO energy is -9.30 eV. For the HOMO-LUMO gap, the calculation gives 9.7 eV.

Positions of all 21 atoms, in Å:
C  -0.256  -0.742  1.395
C  0.592  -1.708  0.166
C  0.123  -0.947  -1.199
C  0.983  0.480  -1.358
C  0.943  1.395  -0.175
C  -0.495  1.561  0.336
H  0.537  -0.388  2.091
H  -1.087  -1.358  1.741
H  0.292  -2.842  0.320
H  1.641  -1.558  0.402
H  -0.983  -0.651  -1.225
H  0.195  -1.383  -2.151
H  1.966  -0.029  -1.680
H  0.520  0.951  -2.221
H  1.433  0.866  0.551
H  1.381  2.284  -0.541
H  -0.540  2.443  1.197
H  -1.042  1.996  -0.473
N  -2.411  0.152  0.695
N  -1.033  0.232  0.625
O  -2.759  -0.752  1.502

***

*2*
# C6H12N2O

2 unconnected molecules or ions with the total composition C6H12N2O (the ωB97M-V functional and the def2-TZVPD basis, OMol25).

Its SMILES is Cc1c[nH]cn1.CCO. The HOMO energy is -8.82 eV. For the HOMO-LUMO gap, the calculation gives 9.6 eV.

Positions of all 21 atoms, in Å:
C  0.542  2.300  0.454
C  1.762  3.240  0.670
O  1.001  1.253  -0.379
H  0.367  1.920  1.465
H  -0.379  2.763  0.105
H  1.596  4.161  0.111
H  0.357  0.760  -0.930
H  2.647  2.663  0.426
H  1.857  3.551  1.716
C  0.379  -1.408  1.083
C  -1.464  -1.501  -1.974
C  -0.631  -1.594  0.007
C  -1.493  -2.660  -0.104
N  -0.693  -0.828  -1.161
N  -2.036  -2.570  -1.367
H  -1.749  -1.132  -2.945
H  -2.376  -3.411  -1.801
H  -1.668  -3.437  0.609
H  0.191  -2.121  1.884
H  0.432  -0.408  1.511
H  1.358  -1.542  0.621

***

*2* ends up most stable, edging out the next structure by 103.7 kcal/mol.

***

*1*
# C6H12N2O

C6H12N2O in the gas phase (the ωB97M-V functional and the def2-TZVPD basis, OMol25).

Its SMILES is C[C@]1(O)C[C@H]2N[C@@H]2[C@H]1N. The HOMO energy is -8.18 eV. For the HOMO-LUMO gap, the calculation gives 9.0 eV.

Positions of all 21 atoms, in Å:
C  -1.250  -1.647  0.273
C  -0.429  -0.338  0.600
C  -1.242  0.881  0.200
C  -0.395  1.250  -1.081
C  0.980  1.125  -0.585
C  0.959  -0.370  -0.443
H  -2.154  -1.709  0.818
H  -1.619  -1.696  -0.795
H  -0.656  -2.480  0.474
H  -0.538  -0.555  2.547
H  -1.228  1.634  1.002
H  -2.356  0.709  -0.108
H  -0.670  0.642  -1.843
H  0.928  2.990  -1.218
H  1.116  1.638  0.396
H  0.701  -0.919  -1.331
H  2.901  -0.961  -0.360
H  2.079  -0.852  1.113
N  0.698  2.091  -1.682
N  2.023  -1.036  0.134
O  0.152  -0.397  1.889

***

*2*
# C6H12N2O

C6H12N2O in the gas phase (the ωB97M-V functional and the def2-TZVPD basis, OMol25).

Its SMILES is C/C(O)=C(C)/C(C)=N/N. The HOMO energy (alpha / beta) is -6.87 / -6.58 eV. For the HOMO-LUMO gap (alpha / beta), the calculation gives 7.6 / 6.8 eV.

Positions of all 21 atoms, in Å:
C  -2.133  -1.348  0.280
C  1.796  1.166  0.632
C  -1.227  1.847  0.240
C  -1.337  -0.497  -0.671
C  0.809  0.224  -0.021
C  -0.595  0.574  -0.230
N  2.408  -1.345  -0.519
O  -1.089  -1.164  -1.853
N  1.093  -1.029  -0.351
H  -0.167  -0.963  -2.104
H  2.514  -2.337  -0.730
H  2.962  -1.197  0.328
H  -1.908  -2.406  0.105
H  -1.893  -1.116  1.322
H  -3.205  -1.201  0.127
H  2.341  0.659  1.434
H  2.516  1.522  -0.111
H  1.305  2.034  1.074
H  -0.560  2.699  0.068
H  -1.492  1.801  1.300
H  -2.139  2.078  -0.321

***

*2* ends up most stable, edging out the next structure by 21.0 kcal/mol.